C19H29GeN7OSScSe as an isolated structure. Source: the Open Molecules 2025 dataset; level of theory: ωB97M-V/def2-TZVPD.

Geometry as XYZ:
```
60
Properties=species:S:1:pos:R:3
Se -1.367 -1.119 1.317
Ge -3.322 -2.179 -1.287
Sc 0.069 1.040 0.094
S 0.223 1.747 2.530
O 0.818 2.869 -0.646
N 1.107 0.207 -1.736
N 1.082 5.007 -1.292
N -1.872 1.846 -0.287
N 2.099 -0.234 2.123
N -2.277 6.431 -1.309
N 1.515 0.224 4.253
N 1.825 -0.025 0.810
C 0.297 3.995 -0.937
C -4.392 -3.766 -1.642
C 1.357 0.474 2.950
C 1.622 0.254 -4.061
C 2.426 -0.786 4.794
C 3.937 -1.174 0.345
C -2.901 -0.170 2.036
C 2.673 -0.490 -0.046
C 2.878 -0.267 -3.792
C 3.857 -0.284 4.922
C -2.374 -2.527 0.409
C -1.725 2.974 -0.544
C 3.238 -0.535 -2.481
C -4.507 -0.637 -1.220
C -1.126 4.170 -0.891
C 2.334 -0.277 -1.467
C 0.772 0.477 -2.999
C -1.776 5.407 -1.137
C -1.898 -1.918 -2.599
H 2.078 4.900 -1.218
H 4.232 0.045 3.951
H 1.304 0.481 -5.068
H 4.213 -0.935 -2.243
H -3.960 0.299 -1.114
H -3.485 0.253 1.226
H 1.014 0.819 4.886
H -2.521 0.612 2.680
H -0.226 0.867 -3.160
H -1.189 -1.179 -2.224
H 2.386 -1.653 4.139
H 0.698 5.923 -1.457
H 3.576 -0.461 -4.598
H -5.185 -3.843 -0.895
H 3.922 0.551 5.621
H -2.294 -1.571 -3.556
H -5.220 -0.729 -0.398
H -5.073 -0.607 -2.154
H -3.047 -2.918 1.171
H 4.501 -1.087 5.288
H -4.857 -3.688 -2.628
H 4.084 -2.085 -0.238
H -1.360 -2.854 -2.765
H -1.631 -3.301 0.213
H 4.793 -0.516 0.167
H -3.792 -4.678 -1.613
H 3.904 -1.416 1.400
H 2.033 -1.080 5.766
H -3.486 -0.882 2.609
```

Its frontier orbital gap is 7.375 eV. The electronic energy comes out at -186048.431 eV. The energy above the lowest of the compared OMol25 structures with the same formula, charge and spin is 0.00 kJ/mol. As for the net charge: +1.